# 1
{"formula": "C5H7N", "method": "wB97M-V/def2-TZVPD", "elements": ["C", "C", "C", "N", "C", "C", "H", "H", "H", "H", "H", "H", "H"], "xyz": [[1.1546, -0.5404, -0.1483], [-0.0656, -0.0226, -0.9142], [-1.2150, -0.4527, -0.0232], [-0.6906, 0.2630, 1.1568], [0.0483, 1.3099, -0.1515], [0.6774, 0.2955, 1.0287], [1.2242, -1.6237, -0.0184], [2.0915, -0.1076, -0.5012], [-0.1292, -0.1321, -1.9949], [-1.3705, -1.5257, 0.1311], [-2.1643, 0.0352, -0.2590], [-0.8177, 1.9807, -0.2333], [1.2570, 0.5206, 1.9273]], "forces_ev_per_a": [[0.160, -0.324, -0.107], [-0.062, -0.447, -0.306], [-0.304, -0.450, -0.301], [-0.159, 0.756, -0.713], [-0.679, -1.119, 2.026], [0.329, 1.229, -0.598], [0.072, 0.050, 0.166], [-0.092, -0.212, -0.171], [0.070, 0.182, 0.067], [-0.106, -0.099, 0.092], [0.090, -0.267, -0.301], [0.793, 0.419, 0.592], [-0.113, 0.282, -0.446]], "homo_energy_ev": -8.494, "total_charge": 0, "smiles": "C1[C@H]2CN3[C@H]2[C@H]13", "total_energy_ha": -249.31007}


# 2
{"formula": "C8H23BeN10O14", "method": "wB97M-V/def2-TZVPD", "elements": ["Be", "O", "C", "O", "O", "H", "O", "C", "O", "O", "H", "O", "C", "O", "O", "H", "C", "O", "N", "N", "H", "H", "H", "H", "C", "O", "N", "N", "H", "H", "H", "H", "C", "O", "N", "N", "H", "H", "H", "H", "C", "O", "N", "N", "H", "H", "H", "H", "C", "O", "N", "N", "H", "H", "H", "H"], "xyz": [[-0.4263, 0.2289, -0.0293], [-1.6018, 0.3390, -4.2384], [-2.4504, 0.2449, -3.1761], [-2.0255, 0.6871, -2.0607], [-3.6454, -0.0611, -3.3107], [-2.0816, -0.1058, -4.9574], [-2.8647, 3.4015, 1.6028], [-3.1925, 2.4245, 0.7430], [-2.4866, 1.3585, 0.7510], [-4.2139, 2.5054, 0.0368], [-3.5043, 4.1059, 1.4365], [-3.1165, -3.2454, 1.4081], [-2.1170, -2.7343, 0.6259], [-1.0592, -3.3912, 0.4904], [-2.2089, -1.5621, 0.1439], [-3.8468, -2.6204, 1.3015], [1.5127, 1.6538, -3.0246], [0.8767, 1.5415, -1.9756], [2.8466, 1.8496, -3.0718], [0.8454, 1.9036, -4.1843], [3.4200, 1.6375, -3.8692], [3.2264, 1.5852, -2.1711], [1.3065, 1.7808, -5.0666], [-0.1460, 1.7450, -4.0474], [2.1383, -1.6335, 1.2848], [1.6724, -0.6706, 0.6654], [3.4284, -1.5330, 1.6690], [1.4610, -2.7634, 1.5950], [3.7685, -1.9537, 2.5178], [3.7001, -0.5770, 1.4849], [1.9331, -3.5972, 1.8828], [0.5615, -2.7426, 1.1030], [-1.2879, -0.5956, 3.3275], [-0.5376, -0.5244, 2.3608], [-2.5488, -0.1525, 3.2468], [-0.9047, -1.1374, 4.5195], [-3.1763, -0.1642, 4.0264], [-2.7042, 0.3451, 2.3616], [-1.6651, -1.4975, 5.0697], [-0.0149, -1.6043, 4.5143], [1.1417, 2.5612, 2.1126], [0.4604, 1.9526, 1.2990], [0.5953, 2.9529, 3.2961], [2.3307, 3.1313, 1.8504], [-0.3020, 2.5324, 3.4825], [1.1651, 3.3898, 3.9942], [2.8376, 3.6428, 2.5463], [2.7404, 2.9935, 0.9432], [1.0751, -1.9508, -2.6200], [0.7891, -1.2727, -1.6394], [0.5754, -1.7368, -3.8446], [2.0518, -2.9112, -2.6097], [-0.1524, -1.0566, -4.0265], [0.9086, -2.3651, -4.5518], [2.2773, -3.4408, -3.4263], [2.6354, -2.8933, -1.7919]], "forces_ev_per_a": [[-1.666, -0.476, 0.328], [0.761, -0.941, -1.757], [-2.742, 1.755, 5.129], [1.820, -0.639, -0.888], [0.816, -0.856, -2.094], [-0.043, 0.342, 0.091], [0.603, 1.267, 0.934], [-1.448, -3.467, -2.618], [1.558, 0.256, 1.016], [0.422, 1.486, 0.954], [-0.039, -0.135, -0.054], [-0.355, 0.039, -0.443], [3.100, 2.062, -1.059], [-0.534, -1.214, 0.786], [-0.828, -0.147, 0.750], [0.076, 0.106, 0.053], [-2.597, 1.285, 0.376], [1.239, -0.202, -0.149], [1.752, -0.413, 1.273], [-0.027, -0.209, 0.329], [-0.234, -0.089, -0.126], [0.363, -0.007, -0.299], [-0.294, -0.049, -0.119], [-0.089, -0.240, -0.647], [-1.549, -0.240, -0.052], [-0.657, 0.228, 0.130], [1.747, 0.483, 0.109], [0.030, 1.645, -0.635], [-0.177, -0.013, -0.040], [0.436, -0.161, 0.350], [-0.099, -0.129, -0.168], [-0.703, -1.123, 0.209], [-0.375, 0.023, -1.182], [0.928, 0.086, -0.046], [0.052, 0.205, -0.246], [0.117, 0.153, 0.634], [-0.103, 0.182, -0.095], [-0.530, 0.194, -0.188], [0.349, -0.293, 0.207], [-0.190, -0.266, -0.020], [-2.086, 0.608, -0.627], [0.596, -0.684, -0.471], [-0.007, -0.511, 0.149], [1.385, -0.123, -0.531], [0.049, 0.156, 0.280], [-0.294, -0.089, 0.271], [0.021, 0.031, -0.064], [-0.081, -0.065, 0.069], [-0.193, 1.447, 0.784], [0.107, -0.776, -0.320], [-0.205, -0.274, -0.977], [0.107, -0.025, 0.879], [-0.141, 0.019, 0.243], [-0.415, 0.266, -0.381], [0.243, -0.082, 0.083], [0.027, -0.386, -0.120]], "homo_energy_ev": -4.036, "total_charge": -1, "total_energy_ha": -1934.58043}


# 3
{"formula": "C25H47AsO6P2PdS2Si3", "method": "wB97M-V/def2-TZVPD", "elements": ["Pd", "C", "P", "C", "C", "C", "C", "C", "C", "C", "P", "C", "C", "H", "H", "H", "H", "H", "H", "H", "H", "H", "H", "H", "H", "H", "H", "H", "H", "O", "S", "O", "O", "C", "C", "C", "C", "C", "C", "S", "O", "O", "O", "H", "H", "H", "H", "C", "Si", "C", "C", "As", "Si", "C", "C", "C", "Si", "C", "C", "C", "H", "H", "H", "H", "H", "H", "H", "H", "H", "H", "H", "H", "H", "H", "H", "H", "H", "H", "H", "H", "H", "H", "H", "H", "H", "H", "H"], "xyz": [[0.8747, -0.3818, -0.4173], [0.7869, -3.1806, 3.0024], [1.3615, -1.8294, 1.8717], [0.8964, -0.3992, 2.9502], [3.1671, -1.7480, 2.2749], [3.7480, -2.1985, 3.4535], [5.1164, -2.0739, 3.6690], [5.9098, -1.4658, 2.7096], [5.3437, -1.0159, 1.5222], [3.9824, -1.1739, 1.2795], [3.1530, -0.7736, -0.3177], [4.5124, 0.0089, -1.2929], [3.2759, -2.4700, -1.0274], [0.7948, -2.9030, 4.0592], [1.4023, -4.0683, 2.8437], [-0.2310, -3.4212, 2.6923], [1.2252, -0.5513, 3.9821], [-0.1864, -0.2834, 2.8977], [1.3570, 0.4993, 2.5410], [3.1305, -2.6588, 4.2168], [5.5603, -2.4515, 4.5834], [6.9749, -1.3498, 2.8772], [5.9790, -0.5495, 0.7788], [5.4017, -0.6222, -1.3649], [4.7747, 0.9818, -0.8715], [4.1130, 0.1751, -2.2941], [4.2869, -2.8786, -0.9422], [2.9588, -2.4200, -2.0690], [2.5535, -3.1064, -0.5142], [-1.1321, -0.4435, -1.8040], [-0.6146, -1.2948, -2.8918], [-0.9344, -0.7363, -4.2022], [0.7746, -1.6808, -2.7951], [-1.6961, -2.7749, -2.8405], [-2.2803, -3.0901, -4.0631], [-3.2986, -4.0248, -4.1547], [-3.7722, -4.6371, -3.0076], [-3.1849, -4.3529, -1.7862], [-2.1383, -3.4421, -1.6809], [-1.1240, -3.6108, -0.1739], [-1.6676, -4.8204, 0.4488], [-1.2493, -2.4662, 0.7140], [0.1941, -3.7993, -0.7514], [-1.9210, -2.5666, -4.9374], [-3.7218, -4.2674, -5.1231], [-4.5823, -5.3558, -3.0641], [-3.4884, -4.8599, -0.8819], [-4.0557, 2.8224, -0.1696], [-3.0273, 1.2985, -0.7591], [-4.1079, -0.1557, -0.1892], [-3.2722, 1.5190, -2.6397], [-1.0152, 1.1980, 0.5084], [-1.3998, 3.2198, 1.7907], [0.1682, 3.4798, 2.8769], [-2.0132, 5.0299, 1.5814], [-2.7147, 2.5240, 3.0251], [0.6849, 1.9875, -1.0906], [2.1396, 2.7790, -0.1055], [1.3285, 1.5484, -2.8431], [-0.1499, 3.6441, -1.6607], [-5.0390, 2.8228, -0.6495], [-3.5511, 3.7578, -0.4371], [-4.2010, 2.8157, 0.9148], [-4.7623, -0.5358, -0.9784], [-4.7222, 0.1284, 0.6710], [-3.4578, -0.9691, 0.1273], [-3.9847, 0.7704, -2.9971], [-2.3535, 1.3511, -3.1997], [-3.6616, 2.5107, -2.8853], [0.6952, 4.4062, 2.6305], [0.8595, 2.6511, 2.7045], [-0.0699, 3.4986, 3.9433], [-1.3677, 5.6068, 0.9119], [-2.0170, 5.5223, 2.5569], [-3.0269, 5.0624, 1.1748], [-2.8997, 1.4873, 2.7311], [-3.6677, 3.0576, 2.9784], [-2.3705, 2.5240, 4.0620], [2.7493, 2.0410, 0.4185], [1.7408, 3.4813, 0.6330], [2.7876, 3.3409, -0.7880], [1.9179, 0.6346, -2.8572], [1.9293, 2.3713, -3.2475], [0.4748, 1.3814, -3.5026], [-0.4275, 4.2702, -0.8059], [-1.0596, 3.4346, -2.2346], [0.5341, 4.2149, -2.2991]], "forces_ev_per_a": [[0.468, 0.634, 1.133], [0.084, -0.088, -0.268], [-0.242, 0.056, 0.633], [0.001, -0.140, -0.094], [0.050, 0.025, -0.252], [0.064, -0.009, 0.019], [-0.011, 0.000, -0.015], [0.032, 0.008, 0.020], [-0.040, 0.022, -0.017], [-0.058, 0.099, 0.214], [0.044, -0.469, -0.727], [-0.098, 0.161, 0.208], [-0.046, 0.065, -0.026], [0.077, 0.016, 0.012], [-0.030, -0.032, 0.023], [0.029, 0.029, 0.051], [-0.010, -0.016, 0.003], [-0.014, 0.049, 0.073], [-0.032, 0.022, 0.026], [-0.025, 0.002, -0.021], [-0.010, 0.027, 0.018], [0.000, 0.005, 0.000], [-0.005, -0.019, -0.008], [-0.003, 0.003, 0.024], [0.032, 0.001, -0.032], [-0.002, -0.012, 0.006], [0.022, 0.025, 0.027], [-0.010, -0.013, -0.007], [0.001, -0.036, -0.056], [0.299, -0.643, -0.114], [-0.847, -0.375, -1.438], [-0.028, 0.181, 0.117], [0.051, -0.156, 0.434], [-0.324, 0.385, 0.357], [0.093, 0.078, 0.078], [0.005, -0.118, -0.041], [-0.154, 0.021, -0.043], [0.069, 0.202, 0.075], [0.541, -0.191, -0.281], [-0.123, -0.736, 0.368], [0.026, 0.108, -0.106], [-0.380, 0.459, -0.372], [0.141, 0.101, 0.129], [-0.073, 0.024, -0.001], [-0.011, 0.015, -0.001], [-0.006, 0.003, 0.011], [0.014, -0.086, -0.018], [0.432, -0.067, 0.200], [-1.215, 0.390, -0.107], [0.387, -0.091, 0.008], [0.656, -0.163, 0.034], [-0.541, 0.867, -0.249], [0.086, -0.269, 1.535], [0.039, -0.220, -0.407], [0.088, -0.265, -0.877], [0.075, -0.129, -0.394], [0.988, 0.953, -0.530], [-0.195, -0.139, 0.019], [-0.107, -0.293, 0.188], [-0.249, -0.226, 0.237], [0.006, -0.118, -0.041], [-0.087, -0.090, -0.053], [-0.082, 0.051, -0.121], [0.023, 0.095, -0.016], [0.036, 0.061, -0.034], [0.046, -0.227, 0.020], [0.005, -0.012, 0.105], [0.024, -0.015, -0.095], [0.027, 0.011, 0.132], [-0.016, -0.023, -0.035], [0.048, 0.094, 0.113], [-0.127, 0.033, -0.034], [-0.034, 0.029, 0.051], [0.092, -0.196, 0.105], [0.084, 0.040, 0.072], [-0.131, -0.012, 0.193], [0.054, 0.051, 0.029], [0.094, 0.051, -0.029], [-0.026, 0.044, 0.029], [0.072, 0.002, -0.024], [-0.066, 0.004, -0.048], [0.001, -0.037, -0.085], [-0.071, 0.117, 0.129], [0.011, 0.001, -0.088], [-0.025, -0.003, -0.056], [0.017, 0.070, 0.005], [0.016, -0.054, -0.002]], "homo_energy_ev": -1.275, "total_charge": -2, "total_energy_ha": -6143.64480}